{"formula": "C17H15Cl2FN2O2", "method": "ωB97M-V with the def2-TZVPD basis set", "molar_mass_g_mol": 369.223, "energy_ev": -52711.5679, "total_charge": 0, "smiles": "CN(CC(=O)Nc1ccc(Cl)cc1)C(=O)Cc1c(F)cccc1Cl", "lumo_energy_ev": 0.6, "orbital_gap_ev": 8.90, "symbols": ["H", "H", "Cl", "C", "F", "C", "C", "H", "H", "C", "O", "H", "H", "C", "N", "H", "C", "H", "C", "H", "C", "N", "H", "H", "O", "C", "H", "C", "C", "H", "C", "C", "C", "C", "H", "H", "C", "Cl", "C"], "coordinates": [[2.244, 3.631, -1.515], [4.036, -0.013, 1.233], [-5.574, -0.817, -0.914], [0.231, -2.503, 1.634], [4.315, -2.375, 1.345], [0.965, -3.676, 1.629], [-1.438, 0.879, -1.424], [-0.845, -2.525, 1.707], [2.404, 3.975, 0.613], [2.515, 2.954, 0.970], [2.253, -0.015, -1.017], [0.458, -4.625, 1.698], [-0.787, -1.162, -1.493], [-2.904, -1.025, -1.243], [-0.127, 1.335, -1.559], [1.737, 2.776, 1.717], [-2.532, 1.732, -1.298], [2.697, 0.771, 2.101], [2.497, 0.712, -0.062], [2.275, 1.993, -2.227], [-3.984, -0.165, -1.113], [2.384, 2.053, -0.153], [-4.649, 1.867, -1.041], [-3.056, -2.093, -1.220], [-0.303, 3.604, -1.289], [0.888, -1.288, 1.540], [2.938, -4.536, 1.527], [0.352, 2.594, -1.421], [2.274, -1.207, 1.436], [-2.381, 2.798, -1.315], [2.971, -2.408, 1.434], [1.891, 2.605, -1.407], [2.953, 0.122, 1.266], [-3.802, 1.208, -1.142], [3.497, 2.855, 1.435], [0.576, 0.599, -1.631], [2.344, -3.636, 1.534], [-0.041, 0.173, 1.549], [-1.637, -0.501, -1.399]]}

***

{"formula": "C17H15ClGaN2O7", "method": "ωB97M-V with the def2-TZVPD basis set", "molar_mass_g_mol": 464.490, "energy_ev": -100072.1369, "de_lowest_kj_mol": 48.67, "total_charge": 1, "lumo_energy_ev": -2.7, "orbital_gap_ev": 9.50, "symbols": ["C", "O", "H", "C", "H", "C", "C", "O", "O", "C", "H", "C", "H", "H", "H", "H", "O", "O", "H", "O", "H", "C", "H", "Ga", "C", "N", "C", "H", "H", "C", "C", "C", "C", "N", "H", "H", "H", "O", "C", "C", "C", "C", "Cl"], "coordinates": [[-2.993, 0.113, -3.326], [-0.535, -1.931, -0.881], [-5.035, 0.937, -3.577], [-1.471, 2.392, 2.291], [-4.497, 2.135, -1.417], [-0.002, -1.737, 0.327], [-0.869, -0.284, 2.653], [1.097, -1.645, -5.364], [-0.004, -2.584, 1.163], [3.934, 0.361, 2.236], [2.383, -2.168, -0.230], [4.146, -1.574, 0.825], [-2.173, 1.565, -0.577], [1.474, 0.717, -0.875], [5.744, -0.751, 1.990], [-2.730, 2.195, 4.013], [0.566, 0.414, -0.700], [1.180, -0.547, -3.284], [-0.623, -1.321, 2.814], [1.161, -2.869, -3.372], [-0.172, 2.313, 0.601], [2.597, 0.469, 1.893], [-2.771, -0.554, -4.140], [-0.414, -0.690, -2.124], [0.582, -0.323, 0.579], [-2.079, 0.345, -2.329], [-2.638, 1.192, -1.472], [1.988, 1.255, 2.312], [-2.154, -0.187, 4.350], [-0.620, 1.748, 1.407], [-0.327, 0.396, 1.567], [-2.046, 1.696, 3.341], [-4.106, 0.847, -3.053], [-3.858, 1.513, -1.891], [4.370, 1.084, 2.910], [-1.671, 3.446, 2.165], [4.748, -2.370, 0.412], [-0.731, -1.630, -3.906], [4.704, -0.665, 1.712], [2.816, -1.459, 0.465], [2.030, -0.448, 1.016], [-1.728, 0.362, 3.526], [0.725, -1.755, -4.051]]}

***

{"formula": "C17H15ClN2O", "method": "ωB97M-V with the def2-TZVPD basis set", "molar_mass_g_mol": 298.773, "energy_ev": -35422.8791, "de_lowest_kj_mol": 0.00, "total_charge": 0, "smiles": "NC1=N[C@H](c2ccc(Cl)cc2)[C@H]2Cc3ccccc3[C@H]2O1", "lumo_energy_ev": 0.7, "orbital_gap_ev": 9.53, "symbols": ["H", "C", "C", "H", "H", "H", "Cl", "O", "H", "H", "C", "C", "C", "H", "H", "H", "C", "H", "N", "C", "H", "C", "H", "H", "C", "C", "H", "C", "C", "C", "H", "C", "N", "C", "C", "C"], "coordinates": [[-1.596, -5.237, -2.192], [-1.485, -4.275, -1.699], [0.473, 2.881, 1.266], [0.820, -1.646, 3.783], [1.600, -1.526, -1.942], [-3.186, -1.865, 0.072], [-0.835, 6.447, -0.010], [-0.353, -0.851, 1.692], [0.723, 2.464, 2.257], [-3.530, -4.172, -1.022], [1.126, -1.555, -0.966], [-0.249, 4.791, 0.006], [-0.044, -2.448, -1.039], [2.319, 0.884, -0.413], [0.587, -4.141, -2.258], [-1.461, 0.188, 0.323], [0.790, 2.175, 0.114], [0.118, 0.301, -1.512], [1.711, 0.272, 1.514], [1.395, 0.787, 0.136], [0.903, 2.313, -2.063], [-2.398, -2.403, -0.427], [0.103, 4.624, -2.163], [2.249, -0.722, 3.583], [-2.564, -3.639, -1.058], [0.496, -0.184, -0.589], [-0.310, 4.688, 2.150], [0.851, -0.434, 2.153], [-0.215, -3.649, -1.715], [-0.690, -0.578, 0.311], [1.833, -1.852, -0.197], [0.136, 4.108, -1.187], [1.278, -0.843, 3.359], [-1.111, -1.861, -0.362], [0.620, 2.799, -1.125], [-0.105, 4.159, 1.223]]}

***

{"formula": "C17H15F21N5O21S7Zn3", "method": "ωB97M-V with the def2-TZVPD basis set", "molar_mass_g_mol": 1444.918, "energy_ev": -346490.1677, "de_lowest_kj_mol": 150.71, "total_charge": -1, "lumo_energy_ev": 0.6, "orbital_gap_ev": 7.60, "symbols": ["N", "F", "O", "S", "F", "H", "F", "F", "Zn", "O", "Zn", "O", "F", "O", "O", "C", "H", "F", "C", "C", "H", "S", "C", "O", "F", "N", "C", "S", "F", "O", "F", "F", "H", "S", "O", "N", "O", "O", "C", "S", "O", "F", "F", "F", "H", "F", "F", "H", "H", "S", "H", "H", "O", "F", "H", "O", "O", "O", "C", "C", "O", "C", "C", "F", "F", "H", "O", "C", "O", "H", "C", "C", "F", "C", "C", "F", "N", "C", "N", "C", "Zn", "S", "H", "H", "O", "F", "O", "O", "H"], "coordinates": [[-1.535, 2.632, -3.273], [2.193, 1.818, -0.936], [-0.670, 1.810, -0.578], [0.074, 0.668, -0.047], [-4.105, -0.991, -4.549], [2.003, 2.805, 3.814], [-1.876, -4.733, 2.476], [-3.042, 0.725, -5.081], [-0.947, -2.010, -1.577], [-0.088, -1.631, 5.631], [-2.159, 3.036, -1.166], [-3.137, 1.299, -0.950], [2.896, -2.179, 4.744], [-2.362, -2.939, 4.646], [-0.465, 0.288, 1.273], [2.730, -1.872, -4.086], [2.402, 4.216, -0.321], [-6.012, -0.078, 0.243], [1.971, 5.116, -0.760], [-0.821, 2.674, -4.141], [0.541, 1.707, -5.285], [-1.482, -1.333, -4.691], [0.109, 2.706, -5.332], [-1.475, 2.212, 2.613], [3.972, -2.306, -4.139], [-0.598, 4.570, -1.326], [1.025, -5.040, 1.110], [-3.003, -2.573, 3.361], [-3.150, -3.672, 1.066], [1.032, -3.989, -4.518], [1.559, -2.344, 2.907], [-5.096, -2.036, -0.201], [1.801, 4.329, 4.740], [-1.609, 3.479, 1.902], [-1.452, -1.194, -3.205], [4.510, 4.805, 3.599], [0.682, -2.755, -2.558], [2.715, -4.258, -2.761], [-3.121, -0.579, -5.299], [-3.385, 0.046, -0.181], [-0.301, 0.089, 3.959], [2.329, -1.492, -5.245], [2.729, 0.065, 0.330], [2.087, 1.892, 1.265], [4.880, -1.574, 0.252], [-2.524, 5.962, 2.575], [2.873, -0.734, 3.316], [2.745, 2.909, 5.450], [4.323, -2.087, -1.358], [1.696, -3.378, -3.351], [1.904, 5.908, -0.015], [2.472, 5.188, -1.726], [-4.394, -2.132, 3.580], [-5.455, -0.568, -1.811], [0.885, 3.463, -5.215], [-2.543, -1.081, -0.673], [-0.056, -0.403, -1.040], [-2.176, -1.606, 2.704], [-3.016, -4.135, 2.319], [-5.138, -0.733, -0.478], [-3.085, 0.280, 1.265], [1.965, 1.140, 0.164], [-2.380, 4.798, 3.107], [2.739, -0.918, -3.233], [-3.314, -1.018, -6.567], [1.225, -4.970, 2.179], [-0.354, -0.603, -5.279], [0.509, 4.843, -1.092], [-0.340, 4.053, 1.488], [1.945, -5.130, 0.533], [0.333, -3.799, 0.617], [2.442, 3.465, 4.563], [-3.671, 4.328, 3.344], [2.093, -1.526, 3.900], [6.079, -2.959, -0.725], [-4.106, -4.829, 2.778], [7.151, -3.283, -0.937], [4.781, -2.421, -0.427], [-0.216, -2.846, 0.175], [3.591, 4.194, 4.047], [-1.840, 0.325, 2.770], [0.672, -0.580, 4.848], [-0.470, 2.817, -6.249], [0.482, -5.984, 1.062], [-2.474, 3.361, 0.740], [-1.677, 4.932, 4.232], [1.328, 0.382, 5.684], [-1.588, -2.805, -5.055], [4.235, -3.227, 0.064]]}

***

{"formula": "C17H15F5N8OOs", "method": "ωB97M-V with the def2-TZVPD basis set", "molar_mass_g_mol": 632.582, "energy_ev": -47877.3426, "de_lowest_kj_mol": 0.00, "total_charge": 2, "lumo_energy_ev": [-9.1, -9.3], "orbital_gap_ev": [5.26, 5.07], "symbols": ["H", "C", "C", "C", "F", "F", "N", "C", "H", "H", "C", "N", "H", "H", "H", "C", "N", "H", "C", "C", "H", "C", "H", "H", "N", "N", "N", "H", "H", "H", "H", "C", "F", "F", "C", "H", "C", "C", "C", "N", "O", "F", "C", "N", "Os", "C", "C"], "coordinates": [[3.793, 0.424, -0.795], [-5.056, 0.425, 0.774], [3.579, 0.633, 2.601], [-1.554, 0.884, 3.387], [0.235, 2.794, -0.759], [-0.420, 3.397, -2.732], [0.010, -3.655, -2.600], [1.763, 0.360, 0.952], [-6.060, 0.557, 1.153], [-1.718, -1.378, -3.789], [-3.531, 0.011, -1.019], [0.195, -2.818, -1.656], [1.401, -4.955, -2.111], [6.900, 0.898, 2.100], [-2.045, 0.084, 3.946], [4.919, 0.770, 2.893], [-0.388, 0.382, 1.282], [-5.644, 0.101, -1.274], [-0.521, 1.094, -2.210], [-1.096, -2.039, -3.215], [0.453, -5.323, -3.498], [-0.643, 2.567, -1.737], [-3.322, -0.178, -2.060], [-4.110, 0.754, 2.676], [0.835, 0.479, 1.866], [-0.516, -1.732, -2.027], [0.495, -4.919, -2.567], [2.845, 0.622, 3.394], [-2.148, 1.791, 3.521], [5.244, 0.868, 3.919], [-0.556, 1.040, 3.784], [-4.830, 0.175, -0.567], [-1.564, 0.862, -3.052], [-1.872, 2.772, -1.251], [5.851, 0.786, 1.866], [6.185, 0.682, -0.255], [4.113, 0.514, 0.233], [-1.497, 0.539, 1.949], [3.171, 0.501, 1.264], [-2.475, 0.066, -0.199], [1.411, 0.138, -0.317], [0.601, 0.961, -2.933], [-3.967, 0.527, 1.631], [-0.776, -3.249, -3.593], [-0.451, -0.226, -0.634], [-2.692, 0.356, 1.125], [5.450, 0.660, 0.537]]}